{
  "formula": "C4H8O2",
  "method": "ωB97M-V/def2-TZVPD",
  "charge": 0,
  "homo_lumo_gap_ev": 9.296,
  "mol_weight_da": 88.11,
  "e_lumo_ev": 0.71,
  "e_above_lowest_kj_mol": 228.8,
  "symbols": ["C", "C", "C", "C", "O", "H", "H", "H", "H", "H", "H", "O", "H", "H"],
  "xyz": [[-0.258878, -2.279145, 1.410806], [-0.617636, -1.017784, 1.537235], [-0.434722, -0.049265, 0.447543], [-1.090227, 1.113020, 0.365258], [0.535080, -0.325162, -0.486879], [0.448073, -2.505531, 0.630329], [-0.333254, -3.013353, 2.204600], [-1.076557, -0.501339, 2.368731], [-0.641557, 2.005391, -0.046572], [-1.906144, 1.331992, 1.049154], [0.168168, 0.121713, -1.263592], [1.317618, 1.836177, -2.330177], [1.957309, 2.012118, -1.637696], [0.887640, 2.655284, -2.581828]],
  "forces_ev_per_a": [[1.210, -0.262, 0.944], [-0.675, 0.918, -0.819], [0.619, 0.513, -0.173], [-0.188, 0.513, 1.394], [-0.681, -0.226, 0.159], [-0.412, -0.352, -0.631], [-0.245, 0.116, 0.009], [-0.402, -0.743, 0.353], [-0.154, -0.264, -0.949], [0.142, -0.229, 0.034], [0.869, 0.037, -0.274], [-0.222, -0.478, -0.280], [-0.025, 0.241, 0.076], [0.164, 0.216, 0.157]],
  "lowdin_charge": [0.039, -0.125, -0.430, 0.040, 0.015, 0.063, 0.061, 0.104, 0.055, 0.057, 0.081, -0.046, 0.045, 0.041]
}